Entry 1:
A structure of composition C5H6O2. Source: the OMol25 dataset; level of theory: ωB97M-V/def2-TZVPD.

Geometry as XYZ:
```
13
C5H6O2 ωB97M-V/def2-TZVPD
O 0.21 1.21 -2.22
C 0.57 0.40 -1.40
C -0.81 -0.40 -0.07
C -0.76 0.69 0.84
C 0.67 0.79 0.12
C -0.46 -1.75 0.32
O -1.32 -2.44 0.87
H 1.07 -0.55 -1.68
H -0.67 0.53 1.92
H -1.33 1.58 0.57
H 1.45 0.27 0.67
H 0.88 1.86 0.07
H 0.51 -2.18 -0.01
```

* orbital gap: 8.55 eV
* relative energy (zero: lowest compared OMol25 entry of this formula, charge and spin): 448.6 kJ/mol

Entry 2:
A structure of composition C24H29N4O5PtS. Source: the OMol25 dataset; level of theory: ωB97M-V/def2-TZVPD.

Geometry as XYZ:
```
64
C24H29N4O5PtS ωB97M-V/def2-TZVPD
Pt 0.36 -0.95 -1.09
C 0.40 3.69 -1.15
N 0.58 3.06 0.15
C 0.61 3.90 1.35
C 0.74 1.74 0.21
O 0.78 1.07 -0.83
C 0.87 1.10 1.58
O 1.20 -0.27 1.50
C 2.56 -0.60 1.47
C 3.14 -0.88 0.07
O 2.44 -1.03 -0.95
N 4.46 -0.97 -0.03
C 5.10 -1.15 -1.33
C 5.38 -0.92 1.10
H -0.31 4.51 -1.04
H 0.01 2.96 -1.86
H 1.35 4.09 -1.52
H 0.35 4.91 1.05
H 1.60 3.92 1.80
H -0.12 3.56 2.08
H -0.09 1.17 2.10
H 1.62 1.65 2.17
H 2.66 -1.53 2.04
H 3.16 0.16 1.96
H 4.36 -1.07 -2.12
H 5.58 -2.13 -1.37
H 5.86 -0.38 -1.46
H 4.88 -1.07 2.05
H 5.92 0.03 1.12
H 6.11 -1.72 0.98
C -2.96 4.03 3.20
C -2.80 3.11 2.03
C -2.83 1.73 2.19
C -2.69 0.87 1.11
C -2.49 1.40 -0.16
C -2.46 2.78 -0.35
C -2.61 3.62 0.74
S -2.37 0.37 -1.60
O -3.69 0.12 -2.11
O -1.44 1.02 -2.47
N -1.67 -0.98 -0.98
C -2.21 -2.25 -1.28
C -3.54 -2.60 -1.36
C -3.91 -3.94 -1.57
C -2.98 -4.94 -1.69
C -1.61 -4.62 -1.64
C -0.56 -5.55 -1.80
C 0.74 -5.12 -1.80
C 1.02 -3.76 -1.61
N 0.06 -2.88 -1.42
C -1.25 -3.27 -1.44
H -3.51 3.55 4.01
H -3.48 4.94 2.92
H -1.98 4.33 3.60
H -2.99 1.31 3.18
H -2.71 -0.20 1.24
H -2.32 3.18 -1.34
H -2.60 4.69 0.59
H -4.30 -1.84 -1.28
H -4.96 -4.18 -1.63
H -3.28 -5.97 -1.83
H -0.80 -6.59 -1.95
H 1.56 -5.81 -1.94
H 2.03 -3.39 -1.62
```

* charge: +1
* orbital gap: 7.70 eV
* relative energy (zero: lowest compared OMol25 entry of this formula, charge and spin): 0.0 kJ/mol

Entry 3:
A cluster of 2 separate species, C4H13NO in total. Source: the OMol25 dataset; level of theory: ωB97M-V/def2-TZVPD.

Geometry as XYZ:
```
19
C4H13NO ωB97M-V/def2-TZVPD
C 0.16 -2.37 -1.35
C -0.31 -0.99 -0.89
O -1.73 -0.94 -0.97
C -2.33 0.11 -0.25
C -1.79 1.50 -0.53
H 0.58 -2.29 -2.34
H -0.66 -3.09 -1.33
H 0.92 -2.75 -0.67
H 0.04 -0.72 0.11
H 0.12 -0.22 -1.55
H -3.37 0.11 -0.55
H -2.31 -0.13 0.82
H -2.31 2.21 0.10
H -0.72 1.68 -0.41
H -1.99 1.75 -1.59
N 4.06 1.68 3.00
H 4.65 1.27 2.29
H 3.33 2.28 2.62
H 3.66 0.90 3.51
```

* orbital gap: 10.41 eV
* relative energy (zero: lowest compared OMol25 entry of this formula, charge and spin): 85.1 kJ/mol
* SMILES: CCOCC.N

Copy entry 1 word for word.
A structure of composition C5H6O2. Source: the OMol25 dataset; level of theory: ωB97M-V/def2-TZVPD.

Geometry as XYZ:
```
13
C5H6O2 ωB97M-V/def2-TZVPD
O 0.21 1.21 -2.22
C 0.57 0.40 -1.40
C -0.81 -0.40 -0.07
C -0.76 0.69 0.84
C 0.67 0.79 0.12
C -0.46 -1.75 0.32
O -1.32 -2.44 0.87
H 1.07 -0.55 -1.68
H -0.67 0.53 1.92
H -1.33 1.58 0.57
H 1.45 0.27 0.67
H 0.88 1.86 0.07
H 0.51 -2.18 -0.01
```

* orbital gap: 8.55 eV
* relative energy (zero: lowest compared OMol25 entry of this formula, charge and spin): 448.6 kJ/mol

> Among the records above, which one has the highest orbital gap?

C4H13NO

What did the second record say?
A structure of composition C24H29N4O5PtS. Source: the OMol25 dataset; level of theory: ωB97M-V/def2-TZVPD.

Geometry as XYZ:
```
64
C24H29N4O5PtS ωB97M-V/def2-TZVPD
Pt 0.36 -0.95 -1.09
C 0.40 3.69 -1.15
N 0.58 3.06 0.15
C 0.61 3.90 1.35
C 0.74 1.74 0.21
O 0.78 1.07 -0.83
C 0.87 1.10 1.58
O 1.20 -0.27 1.50
C 2.56 -0.60 1.47
C 3.14 -0.88 0.07
O 2.44 -1.03 -0.95
N 4.46 -0.97 -0.03
C 5.10 -1.15 -1.33
C 5.38 -0.92 1.10
H -0.31 4.51 -1.04
H 0.01 2.96 -1.86
H 1.35 4.09 -1.52
H 0.35 4.91 1.05
H 1.60 3.92 1.80
H -0.12 3.56 2.08
H -0.09 1.17 2.10
H 1.62 1.65 2.17
H 2.66 -1.53 2.04
H 3.16 0.16 1.96
H 4.36 -1.07 -2.12
H 5.58 -2.13 -1.37
H 5.86 -0.38 -1.46
H 4.88 -1.07 2.05
H 5.92 0.03 1.12
H 6.11 -1.72 0.98
C -2.96 4.03 3.20
C -2.80 3.11 2.03
C -2.83 1.73 2.19
C -2.69 0.87 1.11
C -2.49 1.40 -0.16
C -2.46 2.78 -0.35
C -2.61 3.62 0.74
S -2.37 0.37 -1.60
O -3.69 0.12 -2.11
O -1.44 1.02 -2.47
N -1.67 -0.98 -0.98
C -2.21 -2.25 -1.28
C -3.54 -2.60 -1.36
C -3.91 -3.94 -1.57
C -2.98 -4.94 -1.69
C -1.61 -4.62 -1.64
C -0.56 -5.55 -1.80
C 0.74 -5.12 -1.80
C 1.02 -3.76 -1.61
N 0.06 -2.88 -1.42
C -1.25 -3.27 -1.44
H -3.51 3.55 4.01
H -3.48 4.94 2.92
H -1.98 4.33 3.60
H -2.99 1.31 3.18
H -2.71 -0.20 1.24
H -2.32 3.18 -1.34
H -2.60 4.69 0.59
H -4.30 -1.84 -1.28
H -4.96 -4.18 -1.63
H -3.28 -5.97 -1.83
H -0.80 -6.59 -1.95
H 1.56 -5.81 -1.94
H 2.03 -3.39 -1.62
```

* charge: +1
* orbital gap: 7.70 eV
* relative energy (zero: lowest compared OMol25 entry of this formula, charge and spin): 0.0 kJ/mol

> Which value of orbital gap does entry 2 give?

7.70 eV